Molecular formula: C47H72NO38
Method: DFT, the ωB97M-V functional and the def2-TZVPD basis

Structure (XYZ):
```
158
Properties=species:S:1:pos:R:3:forces:R:3:mulliken_charge:R:1
O 2.814470 2.194911 -1.270979 -0.4209 2.5208 3.3761 -0.51
O -2.050054 -0.864720 3.528487 1.8727 2.5812 4.3034 -0.63
O 2.380167 -3.485246 -0.245717 1.7185 -2.8979 0.7715 -0.22
O -2.481153 4.508417 4.042382 0.0516 1.4547 -0.1474 -0.32
O -0.547150 3.962480 -4.013234 2.4934 3.2189 1.2143 -0.47
O 7.897293 -2.525617 -3.511572 -4.0154 -1.8448 -0.3332 -0.61
O -5.005989 1.797219 1.289281 -1.1930 -0.8733 1.9309 -0.17
O -1.909591 -3.861688 -3.814956 0.8391 0.1254 3.4548 -0.06
O -6.078412 3.210846 2.711750 0.1201 -0.5708 0.2489 -0.56
O 1.656755 -4.531682 4.804203 1.2873 -1.3066 0.1912 -0.39
O -2.908164 2.646826 5.068032 1.2732 -2.4191 -0.4263 -0.31
O 1.028823 5.579019 -4.514186 -0.0407 -0.2197 1.7518 -0.39
O 4.045442 -0.401610 2.030528 1.0859 1.8639 2.3777 -0.45
O -4.261464 3.732953 -2.907997 2.0214 1.9794 1.1655 -0.61
O 1.237122 -1.348096 -5.881590 1.0426 0.3722 2.5790 -0.29
O -1.615305 -0.553224 5.784543 -1.6148 -1.3282 0.0241 -0.39
O -6.198237 0.935074 3.046471 -0.3118 2.7014 -0.0187 -0.39
O 3.805578 -5.265117 -0.276703 1.7702 -0.9548 -1.2608 -0.29
O 5.964139 -3.825047 -3.908167 1.6572 -0.8712 -0.8797 -0.39
O -2.683336 -2.598751 -5.414828 0.6766 -0.2610 -0.7689 -0.57
O 1.651434 -0.810511 -1.514698 -3.3954 1.9495 0.9650 -0.28
O 1.392688 -2.726487 -3.972922 0.3519 1.2294 -3.2357 -0.35
O 4.842829 0.060557 4.087981 1.3500 -0.6419 2.3488 -0.37
O -0.364296 -3.728747 4.391189 3.0137 0.9810 -0.1523 -0.61
O 3.604665 3.654228 0.354304 1.1128 0.7672 -0.8077 -0.44
O 0.874705 -3.498356 -5.980206 0.2793 -1.3723 -0.2327 -0.33
O 1.534385 -2.476628 4.019695 -0.3898 0.1424 -0.0540 0.14
O 2.338314 -5.074942 1.300904 -0.8599 -1.6609 1.7388 -0.28
O 0.134778 5.518621 -2.446846 -1.3435 -1.5045 -0.6591 0.05
O 1.555564 2.937469 0.488723 -1.3619 0.3177 0.0680 0.58
O -3.211995 5.685068 -2.202650 0.1718 0.2951 -2.5259 -0.37
O -0.359619 0.429017 4.313021 0.2839 1.3906 -1.5021 0.63
O 3.926678 1.656267 2.944297 -0.2907 1.0782 -1.2135 0.01
O -1.905850 -4.738180 -5.801603 0.6084 0.5578 -0.4778 -0.44
O -2.142038 2.649195 2.904020 0.3158 -1.0400 -0.0605 0.30
O -3.552868 4.044885 -0.819719 1.7265 -0.2646 1.4171 -0.18
O 5.798450 -1.824014 -3.006522 0.4679 -0.8043 -0.4239 -0.40
O -4.083609 -2.484501 -0.650710 0.7457 -0.3287 0.7086 -0.30
N 0.504470 -0.152519 -1.157548 2.2895 -2.2917 -1.3427 0.89
C -0.398269 0.310558 -2.321683 -0.2664 1.8065 1.3112 2.76
C 2.965515 -3.964459 4.962847 -0.3776 -0.9745 0.2505 -0.64
C 2.648568 2.864954 -0.249864 1.5030 -1.3500 -2.2396 0.08
C 2.827361 -4.543043 0.205750 -2.0292 4.4616 -1.5333 0.38
C 1.247557 -2.518847 -5.178920 -0.7108 0.4345 3.1680 0.65
C 0.484026 1.044355 -3.384627 -0.0828 -1.5104 0.3261 -1.47
C 1.757756 3.753377 1.622218 0.3969 -0.0127 1.9888 0.23
C -5.913094 -0.167854 2.264866 1.0776 -0.9357 -0.9457 -0.38
C 2.732375 -6.449055 1.349789 1.2722 -0.6158 0.4329 -0.41
C -5.336114 -2.163107 -1.160239 -0.2557 0.9241 -0.4123 -0.25
C -1.054030 0.572928 0.580975 -0.4492 0.0360 0.4115 0.34
C -3.640353 4.405977 -2.096490 -2.7707 -1.0871 -0.7380 0.63
C -5.185131 -1.129503 -2.278226 -1.5691 -1.0849 -0.4027 -1.00
C 4.454509 -2.181005 -3.379862 -0.2857 0.6494 0.1464 0.45
C 2.916428 -2.796359 4.006662 0.8312 -0.1275 1.2571 0.49
C -2.145497 -3.598605 -5.041194 -1.6060 -0.7314 -2.0451 0.68
C 4.293678 0.374334 2.944748 -1.8050 -2.0606 -3.5693 0.48
C 1.025024 -0.574552 1.263117 0.2505 -0.7535 -0.7636 -1.10
C 0.863969 -1.537990 -7.213367 -0.8349 0.8661 0.1654 -0.33
C -2.434178 3.162348 3.921707 -1.1736 1.3960 0.1507 -0.01
C 0.173027 4.908834 -3.685616 -2.4053 -1.8660 -1.0629 0.53
C -2.046580 1.111662 -0.475653 1.0045 -0.5805 1.4606 1.10
C 0.859883 -3.579785 4.397071 -4.6731 -0.1197 -0.4178 0.46
C 4.127586 2.256228 4.186502 0.0887 -0.6272 1.4165 -0.29
C 1.052742 6.560081 -2.318958 1.1974 -0.7995 -0.8800 -0.13
C -1.257727 -0.897882 -2.851952 0.5995 0.6865 0.4048 -0.75
C -0.091943 -0.577645 0.161720 -0.2975 1.4384 1.4346 3.34
C 3.130635 4.413156 1.488598 -0.5034 -1.4264 -0.9513 -0.16
C -1.247656 -5.090471 -3.613356 0.3338 -0.8151 -0.7212 -0.06
C -1.409695 -5.782378 -4.953292 -0.8416 -0.1079 0.1800 -0.45
C 4.565246 -3.647528 -3.786649 -0.6222 0.8431 0.8623 0.30
C -1.440386 -0.310157 4.486279 -1.9146 -3.6244 -4.7168 0.03
C -0.812567 -1.948169 0.163094 0.4676 -0.2471 -0.9724 -1.51
C -2.684295 4.880048 5.385529 0.8332 0.5197 1.4230 -0.50
C -4.825913 0.342358 1.300832 -0.1590 0.2699 -0.1223 1.16
C 1.790838 6.476553 -3.672511 0.3706 1.0191 -0.6833 -0.46
C 6.671361 -2.761976 -3.507097 2.0206 2.7213 1.0687 0.57
C 4.965504 1.198146 4.943966 0.0580 1.2025 0.2015 -0.44
C 4.083613 -6.428028 0.541435 -1.8461 0.6160 0.3094 -0.34
C 0.669088 -2.999907 -7.252064 -0.6091 -1.1262 -3.2365 -0.45
C 0.249670 0.710541 5.532100 0.0753 -0.2897 0.8092 -0.33
C -2.620010 4.937762 -0.136647 -1.1999 0.5438 -0.0448 0.60
C -0.862910 0.327586 6.512388 1.9157 1.5839 0.9315 -0.25
C -5.789294 2.100218 2.388023 0.4372 -0.6127 -0.8063 0.52
C -3.181694 3.624775 6.036367 -1.4311 -0.2484 -0.3634 -0.39
C -2.731055 6.197360 -1.008873 0.3558 -1.3335 1.9394 -0.26
C -1.300529 1.464134 -1.704525 0.4415 -0.1831 -1.2933 -1.53
H 0.561539 7.511689 -2.115831 0.0533 -0.1028 0.0562 0.31
H -1.766017 -5.698140 -2.871633 0.3957 0.5589 0.4633 0.38
H 3.076221 5.496851 1.384893 0.2729 -0.0404 -0.7637 0.31
H -0.481073 1.376606 1.043501 0.3915 0.3364 -0.6185 -0.61
H -0.349197 -3.196164 -7.587738 0.0168 -0.4583 0.2536 0.26
H -0.681503 -1.822997 -2.837271 0.1961 0.2343 -0.2022 -0.27
H -3.829361 0.109078 1.675735 0.0507 0.0588 -0.3134 -0.40
H -1.897985 -1.897751 0.076820 0.0608 0.2676 0.1377 -0.51
H -0.140182 1.464200 -4.173427 -0.0993 -0.5897 -0.2051 0.52
H -5.023424 0.014798 0.280150 0.4794 -0.0747 0.2265 -0.53
H -1.737024 5.192765 5.824822 0.2988 -0.0018 -0.1483 0.30
H -1.663420 -0.733967 -3.850279 0.2137 0.2019 -0.0715 0.84
H 3.172904 2.312540 4.709487 -0.2265 0.4308 -0.1864 0.07
H 1.872088 3.112288 2.496293 -0.6251 -0.3528 -0.0426 -0.42
H 0.596828 1.735797 5.660269 -0.2084 0.1159 -0.4330 0.29
H 4.592813 3.239491 4.116844 0.0145 -0.1730 -0.1593 0.42
H 4.195745 -4.273812 -2.974647 0.0452 -0.2081 -0.1558 0.09
H 4.159769 -1.508619 -4.185541 -0.0127 -0.1369 -0.1871 0.10
H 1.084205 1.897009 -3.067032 -0.1741 -0.2857 0.8089 -0.12
H -0.470857 -2.508626 -0.707090 0.0709 -0.0766 -0.0951 0.22
H -2.117904 -1.089213 -2.210400 0.0058 0.1582 0.1607 -0.76
H -0.537455 -2.584433 1.004268 -0.0429 0.3713 0.3184 0.49
H -1.718286 6.599430 -1.036053 -0.3933 0.6013 -0.6896 0.08
H 5.985567 1.528530 5.139963 0.3468 -0.4065 -0.7775 0.24
H -3.376151 5.683889 5.637048 -0.1629 0.1583 -1.1022 0.34
H -1.587611 4.596393 -0.060988 -0.2869 -0.7023 -0.1291 -0.38
H -5.806402 -3.097813 -1.465620 -0.3414 0.1204 -0.7052 0.45
H -4.819917 -1.645143 -3.166394 0.6773 0.3900 0.0428 0.22
H 1.175825 0.256068 -3.681440 0.1100 0.3097 -0.7504 0.01
H -6.210717 -0.892071 -2.560892 -0.2345 0.2547 -0.0762 0.41
H 3.735109 -4.713047 4.774605 -0.1479 0.0401 -0.1638 0.32
H 2.858021 -6.789938 2.377459 0.1330 0.4477 0.1081 0.31
H 3.761210 -1.999506 -2.558585 0.1703 -0.0916 0.0976 -0.23
H -3.473453 6.803329 -0.489506 0.0963 0.6820 -0.6681 0.40
H -0.171582 -4.963319 -3.495050 -0.2104 0.4746 0.9023 -0.05
H -4.719293 -0.166779 -2.067883 0.4393 -0.4208 0.2492 0.23
H 4.226989 -7.296313 -0.101693 0.0411 0.1918 0.0814 0.30
H 3.787413 4.185724 2.328251 -0.0842 0.0363 -0.1203 -0.21
H -0.130491 -1.128677 -7.391144 0.3031 0.8802 0.0775 0.25
H -2.442463 2.030649 -0.043407 -0.6268 -0.2798 -0.0571 0.14
H 3.479078 -2.039352 4.552989 0.0396 0.5704 -0.9926 -0.02
H 4.591605 1.062515 5.958809 -0.4606 -0.7197 -0.2563 0.31
H 4.027847 -3.858516 -4.711195 0.3626 -0.1711 -0.0163 0.12
H -5.578139 -0.957052 2.937983 0.1743 -0.0740 -0.2412 0.32
H 1.976524 -7.125682 0.951078 -0.0934 0.3600 -0.5468 0.23
H -1.637049 0.297649 1.459843 -0.0047 -0.7109 -0.0608 -0.77
H 3.268716 -3.042668 3.005004 -0.0461 0.3792 0.0549 0.01
H 4.953997 -6.225177 1.165440 -0.0394 -0.0465 -0.0624 0.27
H -2.762425 3.363227 7.007923 0.0287 0.0443 -0.1466 0.26
H -0.329290 -0.077676 7.372112 -0.8176 -0.4987 0.2458 0.40
H 1.337437 -3.382262 -8.023571 0.2088 -0.8471 0.4077 0.32
H -1.921194 1.931835 -2.468810 -0.4567 -0.6465 -0.4222 0.66
H 1.616743 -1.101683 -7.869925 -0.0874 -0.1780 0.0020 0.31
H 1.616670 -1.482711 1.147779 0.3801 0.1994 -0.3298 0.13
H 1.670612 0.301889 1.206762 0.0049 -0.0642 -0.3465 -0.32
H -5.977242 -1.777970 -0.367324 -0.2040 0.2778 0.2164 0.11
H -4.271684 3.627430 6.041491 -0.0834 0.1865 0.7242 0.30
H 0.970016 4.473002 1.845166 -0.3099 -0.2689 -0.6354 0.47
H -4.289692 -3.132521 0.026923 0.6641 -0.1734 0.2927 0.20
H 1.743521 6.212922 -1.550585 -0.0019 0.7462 0.3594 0.06
H -2.182545 -6.546879 -4.873628 0.0143 -0.1085 -0.3615 0.34
H -3.046890 5.216410 0.826807 0.2487 -0.7631 0.1986 0.20
H 0.696635 -0.647020 2.299939 -0.8941 0.1767 -0.2370 0.03
H -6.753742 -0.536770 1.677239 -0.4615 0.2297 0.2450 0.32
H 1.855744 7.435122 -4.187323 -0.2073 -0.0155 -0.0096 0.30
H -0.699698 2.346329 -1.483554 0.8050 -0.2234 0.3051 -0.18
H -1.475270 1.184268 6.793832 0.0368 0.0531 0.1501 0.00
H 2.821163 6.140305 -3.556429 -0.1603 -0.4374 -0.0384 0.27
H -2.796061 0.328260 -0.588140 -0.3297 0.2675 -0.3610 -1.29
H 1.102094 0.035938 5.611932 0.1792 -0.0359 0.1909 0.14
H -0.461202 -6.242303 -5.230628 -0.1578 0.3203 -0.7235 0.30
H 2.986589 -3.698993 6.019819 0.4624 0.4145 -0.0085 0.31
```
Forces are in eV/Å.

Calculated values
Kohn-Sham gap (spin up / spin down) in hartree: 0.2248 / 0.2595
Strongest force on any atom in Eh/bohr: 0.1215
Multiplicity: 2
E_LUMO (spin up / spin down) in eV: -0.4 / -0.4
Calculated total energy in Ha: -4747.841579